2 unconnected molecules or ions with the total composition CH2F3N, computed with the ωB97M-V functional and the def2-TZVPD basis.

XYZ file:
```
7
Properties=species:S:1:pos:R:3:forces:R:3
C 0.78911 -0.11193 -0.17529 -1.90 0.04 -2.35
N -1.21829 -0.21828 0.06018 4.16 -1.36 -2.83
F 1.29378 -0.88202 0.74117 0.22 -0.84 1.91
F -1.70052 0.82872 -0.70081 0.01 0.52 0.11
F -1.32657 0.16370 1.29802 -0.56 1.20 2.63
H 1.25022 0.93226 -0.07962 -1.38 -1.18 -0.37
H 0.91227 -0.71245 -1.14364 -0.55 1.62 0.90
```
Forces are in eV/Å.

Computed properties:
DFT total energy = -393.439313 Eh
Frontier orbital gap = 10.36 eV
Strongest force on any atom = 0.101 Eh/bohr
LUMO energy = 0.590 eV
Relative energy (zero: lowest compared OMol25 entry of this formula, charge and spin) = 623.82 kJ/mol